Density functional theory data (ωB97M-V/def2-TZVPD) for a structure of composition C3H5CuO2.

## Properties
frontier orbital gap (alpha / beta) = 0.120 / 0.145 Eh
E = -1907.95704 hartree

The geometry in ORCA input format:
```
! wB97M-V def2-TZVPD RIJCOSX def2/J DEFGRID3
* xyz -1 2
H 2.858 0.580 1.954
O -0.702 0.208 -0.290
C -0.104 -0.934 -0.228
O 1.229 -0.788 -0.386
C 1.883 0.393 -0.163
H 2.935 0.354 -0.437
H 1.322 1.313 -0.017
C -2.198 0.128 -0.160
H -2.561 0.448 -1.156
H -2.399 0.613 0.814
Cu -2.262 -2.313 0.071
*
```

***

Density functional theory data (ωB97M-V/def2-TZVPD) for a structure of composition C3H5DyO4.

## Properties
frontier orbital gap (alpha / beta) = 0.187 / 0.356 Eh
energy relative to the best compared isomer or geometry (same formula, charge and spin) = 0.1174 eV
E = -1302.60680 hartree

The geometry in ORCA input format:
```
! wB97M-V def2-TZVPD RIJCOSX def2/J DEFGRID3
* xyz 2 6
O -1.313 -2.854 1.320
C -0.923 -2.289 0.331
O -0.708 -1.039 0.123
O -0.813 -2.923 -0.905
H -1.167 -3.820 -0.921
C 1.105 1.953 -0.372
O 0.871 1.258 -1.392
C 0.307 1.843 0.872
H 0.283 3.037 0.748
H 2.161 2.246 -0.226
H -0.763 1.676 0.720
H 0.962 1.729 1.749
Dy -0.003 -0.818 -2.048
*
```

***

Density functional theory data (ωB97M-V/def2-TZVPD) for a cluster of 2 separate species, C3H5F in total.

## Properties
frontier orbital gap (alpha / beta) = 0.298 / 0.298 Eh
energy relative to the best compared isomer or geometry (same formula, charge and spin) = 4.2218 eV
E = -216.98303 hartree

The geometry in ORCA input format:
```
! wB97M-V def2-TZVPD RIJCOSX def2/J DEFGRID3
* xyz 0 1
C -0.470 -1.505 0.018
C -0.306 -0.249 0.007
C 0.239 1.052 0.004
F -2.597 0.343 -0.015
H -1.298 -2.045 -0.344
H 0.156 -2.393 0.508
H 0.827 1.323 -0.777
H -0.546 1.908 -0.077
H 0.668 1.386 0.917
*
```

***

> Among the records above, which one has the highest E?

C3H5F

***

> Look up the E of the third one.

-216.98303 hartree

***

> What is the E in the first record?

-1907.95704 hartree